A.
{
  "formula": "C3H8N3",
  "method": "the ωB97M-V functional and the def2-TZVPD basis",
  "total_charge": 1,
  "homo_ev": [-11.327, -16.424],
  "spin_multiplicity": 3,
  "elements": ["C", "C", "C", "N", "N", "N", "H", "H", "H", "H", "H", "H", "H", "H"],
  "positions_angstrom": [[1.01873, -0.97667, 0.29633], [1.06387, 0.49857, 0.67762], [-1.27663, 0.22867, -0.14401], [-1.18840, 1.07810, -2.32904], [-0.44937, 0.55344, -1.50770], [-0.22377, -0.27230, 0.76808], [1.09667, -1.18546, -0.85337], [1.29390, -1.87807, 0.96526], [1.38131, 0.76036, 1.74215], [1.07582, 1.29286, 0.05435], [-1.72843, 1.14598, 0.09023], [-1.85472, -0.62893, -0.39495], [-0.62916, 1.24532, -3.17284], [-0.54594, -0.56455, 1.61104]],
  "lowdin_charge": [0.0067, -0.0012, -0.0055, 0.0671, -0.0806, -0.0496, 0.1601, 0.1656, 0.1606, 0.0778, 0.1183, 0.1237, 0.1176, 0.1395]
}

---

B.
{
  "formula": "C3H8N3",
  "method": "the ωB97M-V functional and the def2-TZVPD basis",
  "total_charge": 1,
  "homo_ev": [-12.039, -14.712],
  "spin_multiplicity": 3,
  "elements": ["C", "C", "C", "N", "N", "N", "H", "H", "H", "H", "H", "H", "H", "H"],
  "positions_angstrom": [[1.97495, 0.18655, -0.60241], [0.78817, 0.31560, 0.29891], [-1.59886, 0.43050, 0.31182], [-0.37384, -1.62912, -0.16003], [1.97620, -0.29312, 0.73559], [-0.40233, -0.43800, 0.14387], [1.84138, -0.61846, -1.47122], [2.40262, 1.06023, -0.74644], [0.45160, 1.21209, 0.77164], [-1.70721, 1.11917, -0.64133], [-1.69138, 0.91100, 1.19827], [-2.39737, -0.30626, 0.14988], [-1.09385, -2.29047, -0.32985], [1.80275, -1.25760, 0.95488]],
  "lowdin_charge": [0.0604, -0.2319, 0.0209, 0.1388, 0.2796, -0.2741, 0.2031, 0.0906, 0.1694, 0.1495, 0.0535, 0.1005, 0.0891, 0.1507]
}

---

Question: which arrangement is favored energetically? Ranking from most to least stable: A, B.

---

A.
{
  "formula": "C4H6F2",
  "method": "the ωB97M-V functional and the def2-TZVPD basis",
  "smiles": "CCC=C(F)F",
  "total_charge": 0,
  "homo_ev": -9.672,
  "elements": ["C", "C", "C", "C", "H", "H", "H", "H", "H", "H", "F", "F"],
  "positions_angstrom": [[1.79249, -0.20649, -0.02114], [0.40788, 0.49790, 0.03239], [-0.76488, -0.45918, 0.00364], [-1.99175, -0.00793, 0.04647], [2.42503, 0.62152, -0.32938], [1.75777, -1.04534, -0.70343], [2.00364, -0.51932, 1.00121], [0.26371, 1.16514, 0.86534], [0.37701, 1.04356, -0.87830], [-0.75478, -1.57256, 0.01897], [-2.35268, 1.24863, -0.02364], [-3.16344, -0.76592, -0.01215]],
  "lowdin_charge": [-0.0904, -0.2382, -0.0437, -0.3631, 0.0686, 0.0695, 0.0708, 0.1098, 0.0942, 0.1374, 0.1368, 0.0482]
}

---

B.
{
  "formula": "C4H6F2",
  "method": "the ωB97M-V functional and the def2-TZVPD basis",
  "total_charge": 0,
  "homo_ev": [-8.067, -8.128],
  "elements": ["C", "C", "C", "C", "F", "F", "H", "H", "H", "H", "H", "H"],
  "positions_angstrom": [[-1.01555, 1.57496, 0.39315], [-0.57398, 0.29738, 0.82994], [-0.88094, -0.86498, 0.18477], [1.57348, -0.71513, -0.67736], [1.51782, 0.57869, -1.10197], [1.57487, -1.53870, -1.70564], [-0.37412, 2.49112, 0.61142], [-1.54584, 1.49715, -0.51609], [-0.06216, 0.15840, 1.79842], [-0.79676, -1.75606, 0.69376], [-1.60037, -0.71576, -0.61795], [2.18355, -1.00709, 0.10756]],
  "lowdin_charge": [0.0092, -0.3216, -0.0143, -0.1933, 0.0332, 0.0635, 0.0767, 0.0254, 0.1031, 0.0372, 0.0800, 0.1008]
}

---

Question: which arrangement is favored energetically? Ranking from most to least stable: A, B.

---

A.
{
  "formula": "C33H36F4KN13OS5",
  "method": "the ωB97M-V functional and the def2-TZVPD basis",
  "total_charge": -2,
  "homo_ev": -0.654,
  "elements": ["K", "C", "N", "C", "C", "C", "N", "C", "C", "F", "C", "F", "C", "C", "F", "C", "F", "H", "H", "H", "H", "H", "H", "H", "H", "H", "H", "H", "N", "C", "N", "C", "N", "C", "C", "N", "C", "C", "N", "H", "H", "H", "H", "H", "N", "C", "N", "C", "C", "S", "C", "C", "S", "C", "N", "N", "H", "H", "H", "H", "H", "H", "S", "C", "S", "S", "C", "C", "N", "C", "C", "C", "O", "C", "C", "C", "C", "N", "C", "H", "H", "H", "H", "H", "H", "H", "H", "H", "H", "H", "H", "H", "H"],
  "positions_angstrom": [[-0.17258, -1.23143, 0.22312], [-0.95355, -3.25299, 3.11923], [0.40340, -3.22858, 2.58773], [1.07555, -4.49050, 2.80213], [1.16566, -2.10906, 3.12838], [2.49072, -1.87702, 2.39986], [2.22931, -1.59234, 1.01244], [2.97669, -2.04643, 0.03565], [2.55000, -1.76194, -1.30949], [1.46633, -0.94622, -1.44257], [3.13102, -2.28482, -2.42716], [2.61323, -1.99017, -3.64122], [4.24615, -3.11278, -2.36773], [4.75317, -3.33097, -1.09939], [5.87147, -4.08469, -0.97529], [4.18827, -2.81472, 0.04185], [4.84637, -3.04937, 1.21720], [-0.97814, -3.49299, 4.19660], [-1.54505, -3.99468, 2.58051], [-1.43457, -2.28353, 2.98072], [1.30676, -4.66411, 3.87056], [2.01236, -4.52440, 2.24482], [0.44076, -5.30254, 2.44683], [1.37730, -2.25585, 4.20619], [0.53548, -1.22036, 3.02467], [3.13694, -2.74340, 2.56125], [2.99219, -1.02009, 2.87835], [4.69501, -3.53865, -3.25180], [-2.93178, 2.40378, 0.92881], [-2.55026, 1.11900, 0.86163], [-1.24350, 1.07118, 0.77696], [-0.87029, 2.37600, 0.77376], [-1.86696, 3.23036, 0.87113], [0.53239, 2.74675, 0.55234], [0.90966, 3.99645, 0.06567], [2.16707, 4.28475, -0.25388], [3.04657, 3.29502, -0.11074], [2.68020, 2.05898, 0.39791], [1.43320, 1.79062, 0.75429], [-3.86497, 2.77048, 0.95848], [-3.23330, 0.26938, 0.84243], [0.16735, 4.77658, -0.06733], [4.06874, 3.50452, -0.40321], [3.39896, 1.25559, 0.52288], [0.19744, 0.73802, 5.81161], [-1.13203, 0.51726, 6.04337], [-1.89112, -0.23419, 5.32745], [-3.16511, -0.32440, 5.85117], [-3.37571, 0.38852, 6.98544], [-1.93280, 1.22110, 7.44978], [-4.16261, -1.17994, 5.19301], [-5.13665, -1.84072, 5.86407], [-6.08380, -2.77682, 4.76505], [-5.04913, -2.18161, 3.42616], [-4.11562, -1.36787, 3.82982], [-5.29957, -2.58996, 2.18431], [0.51037, 0.62266, 4.86434], [0.64109, 1.47524, 6.32754], [-4.27893, 0.48775, 7.56550], [-5.31558, -1.87831, 6.92728], [-6.09177, -3.18821, 2.03691], [-4.90697, -2.11599, 1.31584], [-4.97771, -2.82392, -2.87119], [-4.09241, -2.41523, -1.47778], [-4.67703, -1.10029, -0.47925], [-2.63974, -3.23002, -1.08192], [0.63042, 2.05961, -7.09116], [0.48784, 2.95597, -5.86450], [1.60591, 2.82929, -4.94120], [2.80906, 3.59680, -5.22851], [2.77614, 4.96716, -4.55766], [1.58204, 2.08876, -3.79124], [2.54723, 2.04338, -3.04288], [0.29727, 1.38262, -3.48191], [0.01059, 0.09392, -3.91668], [-1.18703, -0.48594, -3.53459], [-2.05774, 0.24419, -2.73432], [-1.79648, 1.48871, -2.32278], [-0.63802, 2.02865, -2.68841], [-0.18893, 2.23908, -7.79075], [0.60645, 1.01067, -6.79313], [1.57347, 2.24992, -7.60792], [-0.43231, 2.70919, -5.34161], [0.42096, 4.00299, -6.17423], [2.89983, 3.70143, -6.31165], [3.66090, 3.02784, -4.86215], [1.91179, 5.54309, -4.89743], [3.68138, 5.53183, -4.79494], [2.70980, 4.84997, -3.47533], [0.71875, -0.44713, -4.53267], [-1.45440, -1.49100, -3.83445], [-3.01232, -0.17106, -2.41968], [-0.45047, 3.04218, -2.34122]],
  "lowdin_charge": [0.6581, -0.1047, -0.2820, -0.1034, -0.2384, -0.2517, -0.0592, -0.2268, -0.1596, -0.0613, -0.2375, 0.0591, 0.0056, -0.2546, 0.0476, -0.1446, 0.0265, 0.0839, 0.0848, 0.0660, 0.0838, 0.0758, 0.0839, 0.1162, 0.0932, 0.0878, 0.1066, 0.1090, 0.0341, -0.1756, 0.0423, -0.3550, 0.1115, -0.2156, -0.1005, 0.0722, -0.1426, -0.1058, 0.1563, 0.1481, 0.0210, 0.1061, 0.0991, 0.1094, 0.0884, -0.6934, 0.1136, -0.3387, -0.3920, 0.9680, -0.3695, -0.4188, 0.9516, -0.6701, 0.0967, 0.0790, 0.0895, 0.0757, 0.0625, 0.0562, 0.0823, -0.0475, 0.2019, -1.9200, 0.3178, 0.2456, -0.0710, -0.2070, -0.0623, -0.2116, -0.0720, -0.4044, 0.0717, -0.1533, -0.0216, -0.0296, -0.1202, 0.0925, -0.1086, 0.0720, 0.0696, 0.0637, 0.1141, 0.1142, 0.1081, 0.1146, 0.0661, 0.0681, 0.0672, 0.1127, 0.1112, 0.0539, 0.1142]
}

---

B.
{
  "formula": "C33H36F4KN13OS5",
  "method": "the ωB97M-V functional and the def2-TZVPD basis",
  "total_charge": -2,
  "homo_ev": -0.357,
  "elements": ["K", "C", "N", "C", "C", "C", "N", "C", "C", "F", "C", "F", "C", "C", "F", "C", "F", "H", "H", "H", "H", "H", "H", "H", "H", "H", "H", "H", "N", "C", "N", "C", "N", "C", "C", "N", "C", "C", "N", "H", "H", "H", "H", "H", "N", "C", "N", "C", "C", "S", "C", "C", "S", "C", "N", "N", "H", "H", "H", "H", "H", "H", "S", "C", "S", "S", "C", "C", "N", "C", "C", "C", "O", "C", "C", "C", "C", "N", "C", "H", "H", "H", "H", "H", "H", "H", "H", "H", "H", "H", "H", "H", "H"],
  "positions_angstrom": [[0.00786, -0.24279, -0.51187], [1.55185, 2.06587, 4.22409], [0.65365, 0.40034, 2.65900], [-0.70184, 0.94012, 2.64079], [0.74082, -0.65396, 3.66203], [0.05318, -1.98280, 3.26675], [-0.13218, -2.17119, 1.85147], [-0.33996, -3.39378, 1.40958], [-0.73202, -3.56935, 0.03297], [-0.97920, -2.44459, -0.68407], [-0.93575, -4.77620, -0.56734], [-1.32153, -4.80104, -1.86962], [-0.79901, -5.98852, 0.10054], [-0.47736, -5.87046, 1.43668], [-0.34982, -7.00135, 2.17608], [-0.27152, -4.66975, 2.07408], [0.01436, -4.75716, 3.40906], [2.31459, 2.83902, 4.28005], [1.72345, 1.30095, 4.97832], [0.56484, 2.51473, 4.30753], [-1.04875, 1.23499, 3.64461], [-1.32188, 0.12086, 2.27944], [-0.81822, 1.76173, 1.94430], [0.27524, -0.31541, 4.60428], [1.79079, -0.83927, 3.87464], [-0.91459, -2.02363, 3.79534], [0.67011, -2.75228, 3.73721], [-0.93681, -6.93925, -0.38483], [-5.00305, 0.24063, 1.19579], [-3.85553, -0.42394, 1.40921], [-3.09400, -0.36925, 0.34867], [-3.83303, 0.38433, -0.51731], [-5.00594, 0.77103, -0.04543], [-3.36141, 0.76547, -1.85713], [-4.19510, 1.40484, -2.76515], [-3.75288, 1.79688, -3.95488], [-2.46956, 1.56251, -4.21379], [-1.63643, 0.89688, -3.31989], [-2.08960, 0.48672, -2.14589], [-5.75760, 0.42847, 1.82844], [-3.62300, -0.92982, 2.33071], [-5.22711, 1.60962, -2.51257], [-2.07835, 1.90710, -5.16309], [-0.59263, 0.71725, -3.53943], [-1.56813, -2.43170, -3.69648], [-0.20705, -2.55039, -3.79829], [0.62111, -1.82359, -3.12415], [1.92304, -2.11234, -3.47278], [2.07485, -3.08044, -4.41463], [0.52639, -3.65728, -4.91731], [2.99935, -1.37337, -2.79962], [4.33464, -1.57695, -2.95713], [5.20468, -0.44862, -1.97211], [3.68011, 0.21378, -1.43268], [2.63404, -0.38712, -1.92736], [3.58430, 1.23023, -0.57115], [-1.83243, -1.89355, -2.87943], [-2.06428, -3.30760, -3.74972], [2.98532, -3.47901, -4.82380], [4.83845, -2.31599, -3.55321], [4.39824, 1.64965, -0.16056], [2.70500, 1.75422, -0.56233], [-0.54749, 5.39040, -1.64836], [-0.41378, 3.76854, -1.20547], [0.89682, 2.78452, -1.78699], [-1.55675, 3.04149, -0.11735], [6.41167, 3.83228, 4.73134], [5.85245, 2.41680, 4.81404], [6.25052, 1.56891, 3.70773], [7.59201, 1.01672, 3.75338], [7.66447, -0.25801, 4.58494], [5.43995, 1.19999, 2.66378], [5.84703, 0.42154, 1.80915], [4.05664, 1.76553, 2.62528], [3.83680, 3.11919, 2.34310], [2.57615, 3.38196, 1.75901], [1.56106, 2.49169, 1.82773], [1.67328, 1.44010, 2.87482], [3.02069, 0.86926, 2.67470], [6.04877, 4.43125, 5.56739], [6.09775, 4.31435, 3.80958], [7.50249, 3.83811, 4.76409], [4.76460, 2.44730, 4.85104], [6.19599, 1.94286, 5.74104], [8.26625, 1.77949, 4.15406], [7.89777, 0.80450, 2.72953], [7.36914, -0.08059, 5.62046], [8.67828, -0.66068, 4.58923], [6.99842, -1.00980, 4.16389], [4.64771, 3.82566, 2.27509], [2.42317, 4.22792, 1.09848], [0.66460, 2.50906, 1.23262], [3.06982, -0.18902, 2.50835]],
  "lowdin_charge": [0.5457, 0.0052, -0.1152, -0.0932, -0.1893, -0.2385, 0.0189, -0.2153, -0.1562, -0.0668, -0.2349, 0.0443, 0.0042, -0.2558, 0.0451, -0.1410, 0.0199, 0.0837, 0.0889, 0.0968, 0.0877, 0.0575, -0.0150, 0.1050, 0.0982, 0.1061, 0.0986, 0.1076, 0.0062, -0.1714, 0.1518, -0.3316, 0.1182, -0.2508, -0.0890, 0.0770, -0.1047, -0.1432, 0.0598, 0.1390, 0.1220, 0.1024, 0.1025, 0.0845, 0.0965, -0.7146, 0.0973, -0.3210, -0.3733, 1.0050, -0.3545, -0.3878, 1.0021, -0.6824, 0.0639, 0.1273, 0.0677, 0.0780, 0.0583, 0.0517, 0.0866, -0.0128, 0.2088, -1.8859, 0.2959, 0.3201, -0.0766, -0.2126, -0.0646, -0.2168, -0.0774, -0.3993, 0.0478, -0.2444, -0.1069, -0.1098, -0.0640, -0.2304, -0.0114, 0.0708, 0.0580, 0.0598, 0.1051, 0.1102, 0.1066, 0.1137, 0.0603, 0.0662, 0.0776, 0.0798, 0.1194, 0.0281, 0.1193]
}

---

Question: which arrangement is favored energetically? Ranking from most to least stable: A, B.